ORCA calculation (ωB97M-V with the def2-TZVPD basis set) on a cluster of 15 separate species, C25H80N20O15 in total.

Its energy above the lowest of the compared OMol25 structures with the same formula, charge and spin is 0.4 kcal per mole. The highest occupied orbital energy comes out at -0.3279 Ha. As for the total energy: -87747.6305 eV. The frontier orbital gap is 8.655 eV. Its spin multiplicity is 1. The value obtained for the largest force on an atom is 2.983 eV/A.

Positions of all 140 atoms, in Å:
C  -0.29409  -4.18844  -4.02088
C  0.36357  -2.84009  -4.27645
C  -0.28534  -2.07006  -5.41642
O  0.53068  -2.11446  -3.05577
H  -0.03741  -4.60218  -3.05044
H  -0.10284  -4.85288  -4.87057
H  -1.39016  -4.17760  -4.03800
H  1.37679  -3.05926  -4.63197
H  -0.13907  -2.66203  -6.31775
H  0.30224  -1.14641  -5.48052
H  -1.32960  -1.78454  -5.29099
H  -0.22060  -1.50766  -2.98500
C  -1.52773  3.09401  4.31061
C  -1.39488  1.60642  4.28233
C  -0.38889  0.98474  5.24110
O  -2.68920  0.99017  4.50944
H  -1.93450  3.34178  5.30826
H  -2.30962  3.47489  3.65846
H  -0.64474  3.73068  4.34265
H  -1.11267  1.21222  3.29735
H  -0.34880  -0.09907  5.12222
H  -0.64126  1.21248  6.27955
H  0.60477  1.38658  5.02017
H  -2.51033  0.04498  4.54703
C  -0.61784  0.74000  0.77939
C  -0.14666  -0.29348  -0.23961
C  1.25507  -0.80071  0.14021
O  -0.99947  -1.42617  -0.09089
H  -1.45926  1.29361  0.35796
H  0.05986  1.57959  0.97922
H  -0.83850  0.24471  1.72343
H  -0.07013  0.21311  -1.20372
H  1.52657  -1.43725  -0.72309
H  1.25198  -1.60517  0.87775
H  2.04034  -0.04721  0.16099
H  -1.55265  -1.51557  -0.88851
C  4.22931  -0.24512  -3.89601
C  3.72636  0.72137  -2.81645
C  2.24640  1.08975  -2.98393
O  3.67019  0.05492  -1.54020
H  4.52821  0.30299  -4.78236
H  3.46060  -0.99974  -4.07858
H  5.01375  -0.82035  -3.39655
H  4.37153  1.60416  -2.83713
H  1.92979  1.79284  -2.21152
H  1.67619  0.17075  -2.83371
H  2.00672  1.52461  -3.95481
H  4.57746  -0.17475  -1.29324
C  1.81849  4.38627  4.83790
C  1.90570  3.16871  3.96029
C  1.45408  3.48266  2.53836
O  3.30248  2.78617  3.80459
H  2.39849  5.20275  4.40818
H  2.27097  4.23284  5.82340
H  0.78352  4.68687  5.00465
H  1.32985  2.29811  4.28459
H  1.85501  4.43942  2.19109
H  0.37308  3.59986  2.44146
H  1.82936  2.74247  1.83306
H  3.56244  2.28036  4.58136
C  -0.51994  -5.01861  -0.24076
O  -1.51966  -4.88936  -0.93248
N  0.65212  -4.36833  -0.54248
N  -0.44648  -5.73438  0.92315
H  0.65705  -3.76709  -1.35100
H  1.45993  -4.60555  0.00237
H  -1.31813  -6.13894  1.21813
H  0.20818  -5.42051  1.61607
C  3.95187  -3.86834  -1.46948
O  4.49474  -4.95930  -1.40658
N  4.08495  -2.78553  -0.66009
N  3.30939  -3.51567  -2.63837
H  4.30058  -2.99275  0.30062
H  3.50082  -1.99191  -0.87725
H  2.82083  -2.63688  -2.56575
H  2.99001  -4.30663  -3.16666
C  -4.06754  3.04367  1.14526
O  -2.84616  2.97499  0.99131
N  -4.77819  4.17789  0.92520
N  -4.76329  1.93930  1.50005
H  -5.75980  4.01173  0.79064
H  -4.34078  5.03194  0.63365
H  -4.18986  1.16499  1.79214
H  -5.72544  1.98381  1.78150
C  -5.07789  -1.25183  0.56716
O  -5.92483  -0.86449  -0.22349
N  -5.28854  -2.10062  1.61723
N  -3.78862  -0.77152  0.58126
H  -6.11424  -2.67029  1.55765
H  -4.40651  -2.48828  1.94444
H  -3.64657  -0.30815  -0.30658
H  -3.01438  -1.24372  1.01010
C  2.74676  -2.06987  3.65669
O  2.12083  -2.94811  3.07473
N  2.40405  -0.74950  3.55644
N  3.84797  -2.33130  4.41395
H  3.04436  -0.08230  3.94402
H  1.79066  -0.54182  2.78544
H  4.12725  -3.26262  4.65579
H  4.25495  -1.57012  4.92658
C  5.59567  2.64960  0.59894
O  6.31452  2.97738  -0.33746
N  4.36370  2.13596  0.39004
N  5.86824  2.94338  1.90278
H  3.87207  1.61657  1.09516
H  4.02498  2.06956  -0.54906
H  5.04968  2.91364  2.49627
H  6.59672  3.55304  2.21824
C  -2.04604  2.25657  -5.10468
O  -3.06535  2.16455  -4.45384
N  -1.93314  2.81608  -6.36088
N  -0.83774  1.67937  -4.74877
H  -0.98097  2.82697  -6.67366
H  -2.63008  3.31204  -6.87815
H  -0.81458  1.08324  -3.94141
H  -0.07264  1.72530  -5.39054
C  -3.19729  -1.76350  -2.79545
O  -2.27095  -1.00448  -2.46501
N  -3.28051  -3.05093  -2.35390
N  -4.21003  -1.34022  -3.58037
H  -3.99470  -3.52461  -2.88038
H  -2.77410  -3.47938  -1.59135
H  -5.10302  -1.79329  -3.54688
H  -4.10037  -0.38441  -3.87880
C  -1.82580  -2.82517  3.39369
O  -3.02049  -2.67525  3.15560
N  -1.37484  -3.06161  4.66082
N  -0.84309  -2.60056  2.48481
H  -2.05394  -3.40229  5.31667
H  -0.46896  -2.77072  4.97489
H  -1.22617  -2.25799  1.61103
H  0.09270  -2.97022  2.50800
C  -2.09119  4.97846  -1.93974
O  -1.91153  5.81015  -1.06421
N  -2.23540  5.25900  -3.26995
N  -2.18247  3.65650  -1.65722
H  -2.08282  6.20987  -3.54644
H  -2.88773  4.62992  -3.71072
H  -1.94238  2.98523  -2.36683
H  -2.19603  3.33059  -0.69372

---

ORCA calculation (ωB97M-V with the def2-TZVPD basis set) on a cluster of 31 separate species, C25H94BrIN2O33S3 in total.

The highest occupied orbital energy comes out at -0.3036 Ha. As for the total energy: -208638.6992 eV. The frontier orbital gap is 7.261 eV. Its spin multiplicity is 1. The value obtained for the largest force on an atom is 5.727 eV/A.

Positions of all 159 atoms, in Å:
C  -4.07468  5.93895  7.31501
C  -2.86473  5.15942  6.59299
C  -3.31715  3.91270  5.68228
C  -4.88161  3.96835  5.24715
N  -5.07950  2.95594  4.16301
C  -5.67963  3.54741  2.92527
C  -4.67467  4.45077  2.07338
C  -3.39453  3.62712  1.50356
C  -3.73429  2.84467  0.14405
N  -2.82750  3.16245  -1.00899
C  -3.29457  2.14354  -1.99692
O  -4.39899  2.04394  -2.57036
C  -2.16355  1.05931  -2.25600
C  -2.15192  -0.25759  -3.05933
I  -3.90788  -0.90316  -4.15251
C  -0.79729  -1.06450  -3.03375
S  -0.80089  -2.66062  -3.98016
C  0.46087  -0.53657  -2.24720
C  1.78212  -1.45500  -2.28979
C  2.84880  -0.99367  -3.39208
C  4.12365  -2.00220  -3.25533
C  0.40806  0.82758  -1.45224
C  1.66143  1.43288  -0.66755
C  2.05902  2.92744  -1.12834
O  1.93058  3.39286  -2.29448
Br  2.78669  4.17723  0.22570
C  -0.93187  1.58534  -1.47102
C  -1.38445  2.95483  -0.82188
O  -0.69845  3.83758  -0.24683
C  -6.00744  1.88015  4.56820
S  -7.56384  2.13135  5.16331
S  -5.46342  0.11394  4.38887
C  -6.37091  -0.95747  5.59806
C  -5.61478  -0.94026  7.04446
C  -4.01918  -0.81258  6.80834
H  -4.55369  6.72039  6.61307
H  -3.61335  6.55462  8.17644
H  -4.87219  5.25821  7.76657
H  -2.24200  5.92424  6.00660
H  -2.18558  4.75195  7.42356
H  -2.72119  3.89074  4.70871
H  -3.05302  2.95757  6.25799
H  -5.46676  3.72070  6.21230
H  -5.17012  5.03432  4.96047
H  -6.20974  2.72568  2.31074
H  -6.53769  4.24324  3.27968
H  -5.25115  4.94370  1.20019
H  -4.32539  5.32927  2.73750
H  -3.18195  2.82106  2.29800
H  -2.55056  4.38876  1.42318
H  -3.84979  1.71191  0.34815
H  -4.79125  3.19022  -0.17148
H  0.18420  -2.51211  -4.96890
H  2.29085  -1.48227  -1.25728
H  1.53240  -2.55814  -2.52691
H  2.49282  -1.10660  -4.47162
H  3.23607  0.06358  -3.21040
H  3.77207  -3.04866  -3.59841
H  4.37423  -2.13252  -2.13759
H  5.03066  -1.63839  -3.85317
H  1.55298  1.33323  0.47616
H  2.56448  0.76631  -0.94653
H  -6.40741  -2.06371  5.27423
H  -7.45502  -0.65025  5.78319
H  -5.95235  0.01497  7.56805
H  -5.85263  -1.86280  7.66057
H  -3.68060  -1.49547  5.95529
H  -3.46153  -1.14114  7.76798
H  -3.68894  0.27819  6.63936
O  5.16114  -4.17510  -1.90810
H  5.43068  -4.27725  -2.82914
H  5.92490  -4.48599  -1.40553
O  7.18206  -3.98127  -4.55060
H  7.45562  -4.08359  -5.47228
H  7.94592  -4.29107  -4.04396
O  8.60724  -3.84445  -1.24905
H  8.10476  -3.32433  -0.60762
H  8.93731  -3.18758  -1.87515
O  2.17945  -1.95761  -6.53905
H  2.03338  -1.19246  -7.10559
H  2.46757  -2.65149  -7.15154
O  -7.58776  -3.11088  7.77381
H  -8.42876  -3.12578  8.24759
H  -7.74094  -3.67871  7.00825
O  0.77778  1.66117  -4.48910
H  1.33421  2.30972  -4.05479
H  1.40811  1.02786  -4.85415
O  8.09689  -5.88590  -6.55002
H  7.38989  -6.04955  -7.18575
H  8.81059  -6.47232  -6.83864
O  -1.18623  1.70357  2.32106
H  -1.16980  2.50047  1.77240
H  -1.06639  0.98258  1.68924
O  -8.30960  4.93259  7.00558
H  -8.47436  5.69266  6.43304
H  -8.03480  4.23592  6.39287
O  -2.26294  1.92368  7.75666
H  -1.53100  1.70540  7.16421
H  -2.31776  1.16295  8.35192
O  5.51542  1.46197  0.88634
H  4.64334  1.87244  0.83118
H  6.12442  2.20954  0.89900
O  8.84870  -8.35642  -8.06439
H  9.59130  -8.57791  -8.64024
H  8.76504  -9.12458  -7.48334
O  0.45685  3.32317  4.43383
H  -0.26170  3.15623  3.81026
H  1.15952  2.73126  4.14012
O  5.22457  2.43687  -2.05736
H  4.34909  2.84339  -2.10475
H  5.83025  3.18825  -2.04522
O  3.64386  1.55434  -5.08413
H  4.20340  2.22314  -4.66838
H  4.27158  0.91495  -5.44376
O  1.81010  1.25174  6.61842
H  1.65899  2.01388  6.04386
H  2.08983  0.55375  6.01380
O  10.29246  -4.85529  -4.61105
H  9.58549  -5.02195  -5.24818
H  11.00688  -5.43805  -4.89483
O  2.68687  -2.11351  -9.20753
H  1.81407  -1.70569  -9.26005
H  3.29416  -1.36445  -9.22111
O  5.46460  -6.30366  -4.33391
H  6.07904  -5.56165  -4.44756
H  6.04258  -7.06852  -4.21279
O  -8.63498  7.32052  4.70796
H  -8.62757  8.11244  4.15654
H  -8.52049  6.59885  4.07746
O  1.75343  0.47436  -9.67996
H  1.25335  0.99771  -9.03991
H  2.08569  1.12811  -10.30737
O  3.46113  -4.39978  -7.19730
H  4.06400  -4.88433  -6.61870
H  3.96898  -4.26554  -8.00762
O  -4.46737  -2.46541  -0.99070
H  -4.97251  -1.94447  -0.35445
H  -4.13611  -1.80987  -1.62014
O  9.33129  -5.97446  0.52385
H  9.18018  -5.20378  -0.04362
H  9.62113  -6.66124  -0.08748
O  3.38599  -8.26305  -5.22106
H  3.94479  -7.59101  -4.80377
H  4.01493  -8.89693  -5.58432
O  7.33470  -9.12587  -5.68966
H  6.79297  -9.27633  -6.47550
H  7.20082  -9.92139  -5.15795
O  -7.64530  9.82670  3.10729
H  -8.13072  10.35756  3.75174
H  -7.33056  10.47276  2.46257
O  -8.41605  7.15814  2.00465
H  -9.29192  7.56176  1.96827
H  -7.81032  7.91059  1.96698
O  -3.16495  0.86822  10.59075
H  -3.24987  0.18153  11.26321
H  -3.99825  1.35252  10.64389
O  0.85592  -9.46813  -6.69286
H  1.41503  -8.79737  -6.27571
H  1.48436  -10.10224  -7.05646